Record 1
DFT (wB97M-V/def2-TZVPD) results for a single C3H6N2O2 molecule.

Results
LUMO level: 0.92 eV
Total energy: -377.8576 a.u.
E_HOMO: -7.950 eV
SMILES: [H]/N=C/O/C=C(\N)O

Each line ends with the natural charge from an NBO analysis.
Cartesian coordinates (Å):
C: 0.12 -0.45 0.90  -0.173
H: -1.67 -1.26 1.83  0.493
H: 2.72 1.14 -0.21  0.153
H: 0.43 -1.48 1.05  0.194
H: -2.53 0.83 -0.59  0.399
C: 1.86 0.47 -0.33  0.413
H: 2.24 -0.11 -2.08  0.352
N: -1.54 0.78 -0.38  -0.818
N: 1.54 -0.22 -1.34  -0.735
H: -0.92 0.95 -1.16  0.407
C: -1.14 -0.19 0.48  0.473
O: -2.12 -0.96 1.02  -0.670
O: 1.14 0.49 0.80  -0.487

=====

Record 2
DFT (wB97M-V/def2-TZVPD) results for a single C2H5I3OSi molecule at a distorted geometry.

Results
LUMO level: -0.52 eV
Total energy: -1337.1452 a.u.
E_HOMO: -9.674 eV
SMILES: CCO[Si](I)(I)I

Each line ends with the natural charge from an NBO analysis.
Cartesian coordinates (Å):
C: 0.94 -0.23 -0.26  -0.057
H: 0.78 -1.38 -0.39  0.175
I: -3.11 2.16 -0.02  -0.131
O: -0.23 0.50 -0.20  -0.913
H: 0.80 -0.38 1.86  0.212
I: -2.81 -1.70 0.29  -0.155
H: 1.62 1.00 1.25  0.206
H: 1.72 0.26 -0.93  0.180
C: 1.57 -0.03 1.17  -0.622
Si: -1.86 0.23 -0.83  1.022
I: -2.03 -0.08 -3.24  -0.129
H: 2.62 -0.34 1.29  0.211

=====

Record 3
DFT (wB97M-V/def2-TZVPD) results for a 2-piece molecular cluster, CHCl2FS2 overall at a distorted geometry.

Results
LUMO level (spin up / spin down): -1.02 / -1.68 eV
Total energy: -1855.2236 a.u.
E_HOMO (spin up / spin down): -8.841 / -9.221 eV

Each line ends with the natural charge from an NBO analysis.
Cartesian coordinates (Å):
Cl: -0.96 2.99 0.49  0.095
C: -0.46 2.19 1.85  0.175
S: -1.14 -0.15 -0.34  0.019
S: -2.09 -1.57 -1.25  -0.135
Cl: 0.56 3.04 2.89  0.070
F: -1.40 1.46 2.54  -0.330
H: -1.83 0.35 0.69  0.106

=====

Record 4
DFT (wB97M-V/def2-TZVPD) results for a single C2H7P molecule at a distorted geometry.

Results
LUMO level: 1.17 eV
Total energy: -421.7087 a.u.
E_HOMO: -8.971 eV
SMILES: CPC

Each line ends with the natural charge from an NBO analysis.
Cartesian coordinates (Å):
H: 1.28 0.59 1.11  0.218
H: -2.16 -0.48 -0.06  0.224
C: -1.39 0.17 0.19  -0.940
H: 1.46 0.80 -0.77  0.225
H: -1.43 0.30 1.25  0.229
C: 1.38 0.16 0.17  -0.908
P: -0.05 -1.02 -0.01  0.557
H: 0.10 -1.04 -1.47  -0.057
H: 2.20 -0.54 0.11  0.222
H: -1.40 1.07 -0.52  0.230

=====

Record 5
DFT (wB97M-V/def2-TZVPD) results for C20H18AuN5Se3Te as an isolated structure.

Results
LUMO level: -0.82 eV
Total energy: -8654.7188 a.u.
E_HOMO: -6.356 eV

Each line ends with the natural charge from an NBO analysis.
Cartesian coordinates (Å):
H: -0.20 0.36 4.69  0.235
C: -2.68 -1.46 -2.73  0.019
C: 0.68 0.57 -0.94  0.142
C: 2.81 -3.23 4.05  -0.624
H: 3.88 -3.27 3.89  0.218
C: 1.68 2.40 -2.88  -0.036
H: 2.21 1.38 0.32  0.220
C: 2.14 3.42 -3.87  -0.624
C: -2.20 1.06 3.97  -0.326
C: 0.93 -1.73 3.29  -0.215
C: 2.66 -2.21 1.74  -0.187
C: 0.78 -0.84 1.02  0.149
Se: -5.54 0.82 0.24  -0.203
H: 2.42 -1.41 -0.23  0.224
H: 2.43 -4.25 4.02  0.221
Se: -2.27 2.52 -0.68  -0.793
C: 0.15 0.64 -2.23  0.171
N: -0.84 -0.19 2.76  -0.151
C: 0.29 -0.95 2.33  0.130
H: 1.56 4.34 -3.78  0.226
C: 2.26 2.28 -1.62  -0.188
C: -2.11 -1.52 -4.00  -0.332
C: 0.61 1.56 -3.16  -0.211
H: -3.68 1.15 2.27  0.265
Se: -4.31 -1.17 0.23  -0.319
H: -3.57 -1.89 -2.33  0.256
C: 1.77 1.41 -0.67  -0.227
H: -2.62 1.65 4.76  0.247
H: 2.03 3.07 -4.90  0.213
N: -1.93 0.05 2.01  -0.303
N: -0.86 -0.28 -2.67  -0.160
H: 3.10 2.92 -1.36  0.212
C: -2.76 0.81 2.72  0.031
C: -0.97 -0.76 -3.92  0.012
C: 2.13 -2.37 3.02  -0.046
Au: -2.01 -0.33 0.05  1.232
N: 0.08 -0.21 0.02  -0.722
H: -2.49 -2.05 -4.86  0.244
H: 0.48 -1.83 4.27  0.214
C: -0.99 0.41 3.95  0.004
H: 2.64 -2.85 5.06  0.215
H: 0.11 1.65 -4.12  0.215
H: -0.21 -0.55 -4.65  0.236
Te: -4.50 2.10 -1.65  0.215
H: 3.61 -2.69 1.49  0.214
N: -1.91 -0.72 -1.94  -0.305
C: 2.01 -1.49 0.77  -0.226
H: 3.19 3.68 -3.72  0.216

=====

Record 6
DFT (wB97M-V/def2-TZVPD) results for C40H56As2IrNO14P2S as an isolated structure.

Results
2S+1: 5
LUMO level (spin up / spin down): -5.10 / -7.26 eV
Total energy: -8322.3048 a.u.
Charge: +2
E_HOMO (spin up / spin down): -12.645 / -13.139 eV

Each line ends with the Löwdin spin population.
Cartesian coordinates (Å):
C: -4.22 1.93 -2.03  0.087
C: 3.88 0.57 -1.50  -0.004
H: -6.02 0.19 -2.75  0.001
O: 1.22 -0.87 3.78  0.001
H: -1.63 1.27 6.46  0.000
H: -6.32 0.60 -1.06  0.001
H: -4.53 -1.47 1.33  0.000
H: 2.60 -0.98 5.24  0.000
H: -2.10 3.02 -4.54  0.004
C: -3.90 6.84 -1.31  0.018
H: -1.10 2.02 -3.46  0.011
O: -2.60 -3.36 1.77  0.004
C: -2.45 -1.31 -4.20  0.001
O: -0.28 0.00 2.02  0.015
C: -4.00 -3.56 1.29  0.000
C: -1.31 -6.44 -0.21  0.000
C: -3.15 1.16 1.00  0.032
H: 0.60 -1.82 6.35  0.000
H: 3.36 -2.05 3.04  0.000
H: -0.38 2.75 -4.91  0.004
P: -0.13 -1.09 3.05  0.005
O: -5.15 2.52 -2.49  0.103
H: 0.42 -3.12 5.16  0.000
C: 0.21 -0.62 -4.31  0.004
H: -4.68 6.99 -2.05  0.000
H: 3.76 -2.93 4.52  0.000
C: -4.09 -3.72 -0.22  0.001
As: -1.85 2.06 -0.15  0.203
C: 2.52 0.33 -1.35  0.059
H: -0.66 5.30 4.71  0.000
H: -5.88 -2.59 1.60  0.000
C: 2.01 -1.71 4.70  0.000
H: -1.27 6.79 -0.26  0.000
O: -0.68 4.05 -3.40  0.011
H: -2.72 1.21 2.00  0.002
H: -2.32 -1.48 -6.34  0.000
H: -0.73 8.15 0.74  0.000
H: -4.15 7.40 -0.41  0.003
N: 0.37 -0.29 -2.02  0.018
C: -1.78 -1.25 -5.43  0.004
H: -2.94 7.15 -1.70  0.000
O: -4.32 0.65 -1.62  0.017
H: -0.19 6.50 1.13  0.000
C: -5.64 0.09 -1.74  0.001
C: 1.91 0.37 -0.09  0.057
H: 1.78 -3.13 6.27  0.000
P: -1.35 -2.92 0.98  0.011
H: -1.01 -7.44 0.09  0.000
H: 2.42 -3.49 3.52  0.000
H: -0.14 0.49 5.92  0.000
H: 0.07 -0.89 -6.46  0.000
C: -0.45 -0.91 -5.51  0.000
H: -3.49 -1.59 -4.17  0.000
C: -0.52 -5.43 0.59  0.000
O: -0.43 2.57 2.25  0.006
H: 5.71 0.98 -0.47  0.004
O: -3.91 5.82 2.26  0.005
C: -0.24 4.56 4.05  0.000
H: -0.83 -5.48 1.64  0.000
As: -4.00 4.96 -0.85  0.072
C: 4.64 0.82 -0.37  0.079
C: -2.90 2.56 -1.78  0.648
H: -1.11 -6.31 -1.27  0.000
H: -3.67 -2.84 -0.73  0.000
Ir: 0.00 -0.07 -0.03  1.342
H: -3.79 -0.07 3.71  0.000
C: 2.69 0.62 1.05  0.080
C: 4.05 0.84 0.90  -0.009
C: -2.92 5.93 1.60  0.007
C: -1.50 4.66 -2.53  0.092
C: -1.79 -1.03 -3.02  0.002
H: -1.44 -0.48 6.66  0.000
C: -1.03 3.61 2.03  0.003
H: -2.28 -1.09 -2.06  0.000
O: -1.00 4.67 2.82  0.001
C: -3.36 -0.02 4.71  0.000
O: -0.86 -4.08 0.07  0.001
C: -0.14 -2.72 2.31  0.006
C: 0.97 -5.62 0.46  0.000
O: -2.15 7.01 1.63  0.003
H: 0.85 -2.86 1.86  0.002
C: -0.45 -0.65 -3.09  0.001
H: 1.53 -4.86 1.01  0.000
H: -1.59 0.97 3.97  0.000
O: -1.19 5.75 -2.12  0.127
H: 1.26 -5.58 -0.59  0.000
C: -2.74 3.97 -2.07  0.646
H: 1.26 -6.60 0.86  0.000
C: -1.22 0.37 6.00  0.000
C: -1.89 3.77 0.82  0.042
H: -3.80 0.83 5.23  0.000
O: -1.32 -1.11 4.05  0.000
H: -0.31 -3.48 3.07  0.000
C: -1.86 0.16 4.65  0.000
H: -5.13 -3.83 -0.50  0.000
H: 4.66 1.04 1.77  -0.002
H: -3.24 0.12 0.69  0.000
O: -1.50 -1.68 0.13  0.077
S: 1.87 -0.16 -4.08  0.006
H: -5.55 -0.96 -1.47  0.000
H: -3.60 -0.93 5.25  0.000
C: -4.83 -2.41 1.81  0.000
H: 4.34 0.55 -2.48  -0.001
C: 1.59 -0.03 -2.41  0.006
H: 2.24 0.66 2.03  0.004
H: -3.54 -4.60 -0.56  0.000
H: 0.80 4.77 3.85  0.000
C: -1.01 7.11 0.74  0.001
H: -4.11 1.67 0.97  0.003
C: -2.65 4.83 0.58  0.042
C: 2.94 -2.60 3.89  0.000
C: 1.15 -2.49 5.67  0.000
H: -2.38 -6.34 -0.03  0.000
H: -4.70 -2.30 2.89  0.000
C: -1.10 2.89 -4.11  0.028
H: -0.34 3.56 4.46  0.000
H: -4.30 -4.48 1.78  0.000

=====

Record 7
DFT (wB97M-V/def2-TZVPD) results for a single C6H11NO molecule at a distorted geometry.

Results
LUMO level (spin up / spin down): 0.20 / 0.20 eV
Total energy: -365.0725 a.u.
E_HOMO (spin up / spin down): -7.362 / -7.362 eV
SMILES: C/N=C\C(O)=C(C)C

Each line ends with the natural charge from an NBO analysis.
Cartesian coordinates (Å):
H: 1.31 2.33 -0.38  0.208
C: 1.81 1.52 0.16  -0.650
H: -0.53 1.92 0.75  0.487
C: -2.95 -0.64 0.30  -0.455
H: 1.90 1.81 1.21  0.209
H: -3.78 -1.35 0.25  0.210
H: 2.24 -1.13 -1.18  0.205
H: 2.88 -0.88 0.43  0.214
N: -1.77 -1.33 -0.15  -0.311
O: -1.03 1.30 0.20  -0.692
C: -0.86 -0.84 -0.94  0.025
H: -0.22 -1.56 -1.43  0.186
H: -3.20 0.24 -0.30  0.206
C: 1.08 0.21 0.03  -0.128
C: 1.96 -1.00 -0.13  -0.633
H: 1.45 -1.91 0.18  0.222
C: -0.28 0.19 -0.07  0.262
H: -2.83 -0.32 1.33  0.212
H: 2.82 1.45 -0.25  0.224

=====

Record 8
DFT (wB97M-V/def2-TZVPD) results for C19H14BrClIN3O6Tl as an isolated structure.

Results
LUMO level: 2.17 eV
Total energy: -4852.3842 a.u.
Charge: -1
E_HOMO: -5.022 eV

Each line ends with the natural charge from an NBO analysis.
Cartesian coordinates (Å):
C: -0.23 -4.99 -1.58  -0.202
C: -3.00 4.55 3.50  -0.282
H: 5.52 3.39 -2.86  0.209
C: 1.82 3.02 -0.13  -0.031
N: 2.65 1.22 -1.50  -0.445
H: -1.28 4.61 2.21  0.234
H: -2.30 -7.52 -0.66  0.215
Cl: -1.61 0.67 -2.50  2.563
C: -2.62 1.78 3.50  0.433
C: -0.16 -7.59 -0.55  -0.210
C: -1.41 -5.68 -1.31  -0.218
C: -1.37 -6.98 -0.82  -0.213
C: 2.75 2.50 -1.11  0.179
N: 0.86 2.30 0.33  -0.229
H: 1.98 4.04 0.22  0.171
C: 3.52 0.73 -2.36  0.062
O: -2.58 -0.25 -3.00  -0.861
C: -1.96 3.99 2.79  -0.134
H: -4.34 1.70 4.76  0.210
H: -1.70 0.26 2.93  0.513
C: 1.02 -6.91 -0.79  -0.237
O: -1.83 1.96 -3.05  -0.844
H: -3.16 5.62 3.49  0.201
H: 3.37 -0.31 -2.65  0.197
H: 1.98 -7.37 -0.58  0.225
H: -0.13 -8.59 -0.14  0.212
I: -0.36 -3.00 -2.30  0.266
H: 3.83 4.35 -1.30  0.213
C: -0.69 2.01 1.92  0.619
C: -3.87 3.72 4.21  -0.184
O: -2.47 0.45 3.54  -0.704
H: -4.69 4.15 4.77  0.199
C: -3.67 2.36 4.22  -0.317
N: 0.04 2.87 1.22  -0.463
C: 4.70 2.79 -2.49  -0.168
C: 3.77 3.32 -1.62  -0.244
O: -1.68 0.71 -1.06  -0.879
O: -0.49 0.76 1.98  -0.774
H: -2.35 -5.19 -1.48  0.231
Br: 2.63 -4.80 -1.76  0.062
C: -1.75 2.62 2.77  -0.238
Tl: 0.71 -0.30 -0.10  0.747
C: 0.98 -5.63 -1.33  -0.112
O: -0.28 0.21 -2.88  -0.902
C: 4.58 1.46 -2.88  -0.282
H: 5.29 1.00 -3.55  0.213

=====

Relative energy (zero: lowest compared OMol25 entry of this formula, charge and spin), respectively: 267.21, 0.67, 209.83, 65.94, 1.24, 60.66, 417.27, 33.67 kJ/mol.